1.
# C9H12Cl6F9NaO9S3

A structure of composition C9H12Cl6F9NaO9S3 in a non-equilibrium geometry (ωB97M-V/def2-TZVPD, the Open Molecules 2025 dataset).

Structure (XYZ):
```
49
Properties=species:S:1:pos:R:3:mulliken_charge:R:1
Na 0.75 0.18 -0.50 0.620
C -1.48 -0.53 4.09 0.408
F -0.68 -1.55 4.39 -0.228
F -2.56 -1.04 3.44 -0.265
F -1.97 -0.05 5.24 -0.248
S -0.66 0.81 3.08 1.099
O 0.60 0.99 3.74 -0.687
O -0.60 0.23 1.75 -0.158
O -1.59 1.90 3.23 -0.721
C 1.57 4.83 -0.83 0.466
F 2.86 4.61 -1.06 -0.243
F 1.42 6.14 -0.57 -0.241
F 0.89 4.61 -1.98 -0.246
S 0.95 3.75 0.56 1.205
O 2.06 3.65 1.47 -0.684
O -0.20 4.46 1.06 -0.675
O 0.65 2.53 -0.19 -0.527
C 3.43 -2.29 2.15 0.538
F 3.06 -3.20 1.24 -0.232
F 2.42 -2.13 3.01 -0.219
F 4.47 -2.80 2.85 -0.260
S 3.86 -0.68 1.36 1.085
O 2.73 -0.52 0.43 -0.723
O 3.85 0.26 2.44 -0.629
O 5.12 -0.93 0.70 -0.693
Cl -2.99 2.29 0.56 -0.058
C -3.50 2.16 -1.13 -0.507
C -3.33 0.73 -1.59 -0.644
Cl -1.60 0.40 -1.87 0.087
H -2.97 2.87 -1.75 0.280
H -4.56 2.43 -1.17 0.338
H -3.83 0.51 -2.53 0.343
H -3.71 0.07 -0.82 0.287
Cl 0.27 -2.56 0.14 -0.017
C -0.80 -3.05 1.44 0.184
C -1.93 -3.90 0.97 -0.489
Cl -1.41 -5.47 0.31 -0.237
H -1.20 -2.12 1.82 -0.475
H -0.23 -3.59 2.19 0.393
H -2.53 -3.37 0.23 0.251
H -2.64 -4.07 1.78 0.396
Cl -0.93 -2.07 -4.65 -0.165
C 0.10 -0.80 -5.35 -0.423
C 1.50 -0.75 -4.80 -0.501
Cl 1.56 -0.77 -3.02 0.058
H -0.40 0.16 -5.21 0.233
H 0.08 -0.95 -6.43 0.364
H 1.96 0.19 -5.09 0.278
H 2.13 -1.56 -5.15 0.280
```

Computed properties:
* highest occupied orbital energy: -0.13698 Ha
* net charge: -2
* max |F|: 0.0302 Eh/bohr
* E: -164475.3341 eV
* ΔE to the lowest compared entry with this formula, charge and spin: 0.0 kJ/mol
* HOMO-LUMO gap: 6.937 eV

=====

2.
# C9H12ClN2O

A structure of composition C9H12ClN2O in a non-equilibrium geometry (ωB97M-V/def2-TZVPD, the Open Molecules 2025 dataset).

Structure (XYZ):
```
25
Properties=species:S:1:pos:R:3:mulliken_charge:R:1
C 0.06 2.56 -0.28 -1.140
C 0.54 3.13 0.89 -0.521
C 1.63 1.07 1.68 -0.999
C 1.20 0.53 0.49 0.662
C 0.46 1.27 -0.43 0.834
C 1.36 2.43 1.83 0.360
C 0.65 -0.90 -1.20 -0.125
C -1.41 -0.98 0.45 -0.986
C -1.53 -2.32 -1.70 -0.973
N 1.49 -0.78 -0.06 -0.124
N -0.79 -1.93 -0.47 -0.190
O 0.10 0.25 -1.50 -0.361
Cl 1.73 3.22 3.26 -0.162
H -0.58 3.17 -0.89 0.476
H 0.22 4.09 1.21 0.438
H 2.35 0.57 2.30 0.389
H 0.97 -1.46 -1.97 0.564
H -1.47 -0.07 -0.12 0.387
H -2.36 -1.21 0.89 0.417
H -0.80 -0.93 1.29 0.358
H -2.49 -2.70 -1.41 0.391
H -1.63 -1.60 -2.49 0.357
H -1.17 -3.20 -2.27 0.372
H 1.93 -1.48 0.51 0.251
H -0.48 -2.73 0.01 0.323
```

Computed properties:
* highest occupied orbital energy: -0.44616 Ha
* net charge: +1
* max |F|: 0.0992 Eh/bohr
* E: -27069.4751 eV
* ΔE to the lowest compared entry with this formula, charge and spin: 151.1 kJ/mol
* HOMO-LUMO gap: 9.352 eV

=====

3.
# C9H12ClN4

The ion C9H12ClN4 with charge +1 in a non-equilibrium geometry (ωB97M-V/def2-TZVPD, the Open Molecules 2025 dataset).

Structure (XYZ):
```
26
Properties=species:S:1:pos:R:3:mulliken_charge:R:1
C 0.38 2.72 3.41 -0.093
C -0.13 0.65 3.85 0.592
C -0.47 -0.40 4.54 0.233
C -0.40 0.98 2.33 0.532
C -0.70 -1.12 1.24 0.260
C 1.20 -1.26 -1.95 -1.178
C -0.56 3.07 1.03 -0.789
C 0.00 -1.72 0.05 -0.603
C 0.62 -0.61 -0.77 -0.375
N 0.35 1.86 4.30 -0.530
N -0.62 0.24 1.36 -0.230
N -1.24 -1.85 2.08 -0.684
N -0.26 2.33 2.23 -0.011
Cl -0.99 -1.64 5.39 0.026
H 0.50 3.80 3.68 0.385
H 1.61 -2.10 -1.48 0.367
H 1.91 -0.47 -2.41 0.296
H 0.46 -1.49 -2.70 0.321
H -1.61 3.56 1.31 0.300
H 0.06 3.83 0.72 0.384
H -0.66 2.30 0.23 0.213
H -0.83 -2.25 -0.38 0.345
H 0.76 -2.46 0.49 0.341
H 1.42 -0.22 -0.12 0.288
H -0.16 0.03 -0.90 0.372
H -1.34 -2.91 2.01 0.237
```

Computed properties:
* highest occupied orbital energy: -0.48073 Ha
* net charge: +1
* max |F|: 0.0986 Eh/bohr
* E: -27997.7840 eV
* ΔE to the lowest compared entry with this formula, charge and spin: 533.7 kJ/mol
* HOMO-LUMO gap: 6.642 eV

=====

4.
# C9H12F16Li2N4O19S9

A structure of composition C9H12F16Li2N4O19S9 in a non-equilibrium geometry (ωB97M-V/def2-TZVPD, the Open Molecules 2025 dataset).

Structure (XYZ):
```
71
Properties=species:S:1:pos:R:3:mulliken_charge:R:1
Li 23.00 -8.47 -2.23 0.995
Li 24.69 -10.08 1.63 0.967
N 22.52 -7.71 1.04 -0.359
S 20.83 -7.49 1.43 1.063
O 19.99 -6.84 0.42 -0.530
O 20.48 -7.42 2.84 -0.547
F 20.37 -9.00 1.08 -0.284
S 22.82 -6.33 1.74 1.091
O 22.88 -6.34 3.18 -0.599
O 22.47 -5.13 1.11 -0.492
F 24.35 -6.47 1.37 -0.292
N 29.38 -6.55 -4.87 -0.268
S 29.06 -4.86 -5.05 1.103
O 29.66 -3.92 -4.08 -0.553
O 27.82 -4.56 -5.72 -0.526
F 30.12 -4.65 -6.25 -0.302
S 28.68 -6.51 -3.55 1.030
O 27.22 -6.57 -3.42 -0.553
O 29.33 -5.83 -2.43 -0.585
F 28.96 -8.09 -3.28 -0.348
N 22.51 -2.27 -4.50 -0.235
S 23.47 -1.82 -3.13 1.061
O 24.46 -2.79 -2.64 -0.516
O 22.88 -0.91 -2.18 -0.576
F 24.39 -0.87 -4.03 -0.278
S 21.55 -3.07 -3.64 0.994
O 20.59 -2.33 -2.81 -0.597
O 21.91 -4.42 -3.22 -0.527
F 20.71 -3.43 -4.93 -0.327
N 24.13 -14.98 -2.64 -0.301
S 25.08 -14.25 -3.90 1.143
O 25.86 -13.08 -3.54 -0.553
O 24.69 -14.35 -5.30 -0.558
F 26.25 -15.42 -3.84 -0.318
S 23.13 -13.85 -2.89 1.057
O 22.36 -13.78 -4.12 -0.560
O 23.46 -12.61 -2.21 -0.602
F 22.09 -14.44 -1.83 -0.313
C 23.21 -10.01 -10.00 -0.611
C 24.52 -10.53 -9.44 -0.635
C 25.14 -9.51 -8.35 -0.608
S 23.58 -8.80 -7.66 1.061
O 23.54 -7.36 -7.78 -0.622
O 23.34 -9.41 -6.35 -0.635
C 22.36 -9.49 -8.90 -0.733
H 22.64 -10.64 -10.68 0.360
H 23.46 -9.14 -10.61 0.284
H 25.12 -10.77 -10.31 0.383
H 24.28 -11.52 -9.07 0.298
H 25.76 -8.73 -8.79 0.354
H 25.71 -10.04 -7.58 0.357
H 21.58 -8.76 -9.11 0.399
H 21.89 -10.34 -8.40 0.343
C 13.93 -12.65 -1.69 -0.953
C 13.65 -12.70 -0.12 1.074
C 12.94 -14.02 0.24 0.090
F 11.84 -14.27 -0.48 -0.266
F 13.64 -15.15 0.09 -0.256
F 14.74 -12.58 0.57 -0.284
F 13.00 -11.59 0.24 -0.305
O 14.95 -11.76 -1.95 -0.377
C 15.24 -11.53 -3.39 0.880
C 16.37 -10.45 -3.50 0.212
F 17.56 -10.67 -2.83 -0.195
F 16.68 -10.07 -4.75 -0.266
F 15.58 -12.76 -3.79 -0.299
F 14.10 -11.33 -4.08 -0.271
H 13.00 -12.51 -2.23 0.335
H 14.34 -13.61 -2.03 0.446
H 12.66 -14.13 1.29 0.239
H 15.93 -9.50 -3.18 0.195
```

Computed properties:
* highest occupied orbital energy: -0.17470 Ha
* net charge: -2
* max |F|: 0.2057 Eh/bohr
* E: -195788.1596 eV
* HOMO-LUMO gap: 4.689 eV